Run i
C4H3N | ωB97M-V with the def2-TZVPD basis set

**2S+1**: 1
**M**: 65.07 g mol⁻¹
**HOMO level**: -8.360 eV
**Total charge**: 0
**SMILES string**: C=C=C=C=N

Element x y z (Å)
C (1.715, 0.182, 0.245)
C (-0.932, 0.306, 0.133)
C (0.383, 0.210, 0.156)
C (-2.173, 0.064, -0.055)
N (2.899, 0.132, -0.027)
H (3.372, -0.785, 0.132)
H (-2.180, -0.513, -1.000)
H (-3.083, 0.405, 0.416)


Run ii
C4H3N | ωB97M-V with the def2-TZVPD basis set

**2S+1**: 1
**M**: 65.07 g mol⁻¹
**HOMO level (alpha / beta)**: -8.155 / -8.331 eV
**Total charge**: 0

Element x y z (Å)
C (1.403, -0.007, 0.012)
C (-0.822, 0.782, 0.033)
C (0.544, 0.964, -0.042)
C (0.372, -1.066, -0.028)
N (-0.909, -0.606, 0.009)
H (2.455, -0.306, 0.236)
H (-1.427, 1.539, -0.138)
H (-1.616, -1.302, -0.081)


Each structure's energy above the most stable one, in eV: run i 0.000; run ii 2.195.


Run i
C28H41IrN7O8PS3 | ωB97M-V with the def2-TZVPD basis set

**2S+1**: 1
**M**: 923.07 g mol⁻¹
**HOMO level**: -13.165 eV
**Total charge**: +2

Element x y z (Å)
Ir (0.547, 0.156, 0.257)
C (0.659, -2.820, 8.440)
C (0.934, -2.299, 7.060)
C (0.326, -2.883, 5.946)
C (0.590, -2.428, 4.669)
C (1.472, -1.363, 4.505)
C (2.089, -0.761, 5.592)
C (1.813, -1.237, 6.863)
S (1.846, -0.838, 2.887)
O (2.606, 0.419, 2.976)
O (2.594, -1.881, 2.190)
N (0.440, -0.659, 2.152)
C (-0.548, 0.127, 2.928)
C (-1.555, 0.822, 2.014)
O (-2.537, 1.346, 2.460)
O (-1.252, 0.819, 0.723)
H (-0.344, -3.236, 8.513)
H (0.768, -2.037, 9.188)
H (1.366, -3.615, 8.687)
H (-0.367, -3.703, 6.087)
H (0.114, -2.882, 3.808)
H (2.761, 0.074, 5.446)
H (2.284, -0.770, 7.719)
H (-0.078, 0.910, 3.534)
H (-1.107, -0.512, 3.613)
N (4.517, 0.927, 1.158)
C (5.009, -0.368, 0.594)
P (3.829, -1.035, -0.673)
O (4.382, -0.812, -2.015)
O (2.462, -0.502, -0.312)
C (3.803, -2.853, -0.298)
N (2.430, -3.337, 0.038)
H (5.249, 1.390, 1.699)
H (3.696, 0.766, 1.802)
H (4.233, 1.561, 0.410)
H (5.148, -1.046, 1.433)
H (5.963, -0.192, 0.101)
H (4.429, -3.083, 0.563)
H (4.180, -3.390, -1.166)
H (2.108, -2.801, 0.882)
H (2.431, -4.333, 0.257)
H (1.771, -3.192, -0.731)
C (-3.831, -4.875, -4.065)
C (-3.544, -3.447, -3.693)
C (-2.857, -2.611, -4.574)
C (-2.577, -1.296, -4.241)
C (-2.998, -0.806, -3.013)
C (-3.670, -1.618, -2.112)
C (-3.946, -2.933, -2.462)
S (-2.667, 0.893, -2.569)
C (-4.066, 1.658, -3.395)
O (-1.472, 1.315, -3.382)
H (-4.172, -4.951, -5.097)
H (-4.595, -5.308, -3.421)
H (-2.932, -5.490, -3.979)
H (-2.550, -2.995, -5.540)
H (-2.048, -0.640, -4.922)
H (-3.984, -1.228, -1.150)
H (-4.487, -3.567, -1.770)
H (-4.019, 1.418, -4.456)
H (-3.991, 2.732, -3.236)
H (-4.986, 1.280, -2.950)
C (1.101, 2.678, 0.895)
N (1.308, 3.174, -0.457)
C (0.744, 2.522, -1.510)
N (0.465, 3.155, -2.645)
O (0.508, 1.290, -1.455)
H (1.660, 3.281, 1.609)
H (1.569, 1.665, 1.059)
H (0.050, 2.691, 1.179)
H (1.385, 4.177, -0.534)
H (0.514, 4.156, -2.723)
H (-0.176, 2.652, -3.255)
N (0.826, -1.011, -2.809)
C (0.198, -1.792, -1.950)
N (-0.164, -1.475, -0.707)
C (-0.948, -2.507, -0.124)
C (-1.706, -2.447, 1.038)
C (-2.425, -3.564, 1.429)
C (-2.409, -4.740, 0.681)
C (-1.700, -4.797, -0.504)
C (-0.991, -3.669, -0.891)
S (-0.165, -3.433, -2.410)
H (0.879, -0.015, -2.629)
H (1.041, -1.349, -3.732)
H (-1.773, -1.539, 1.607)
H (-3.026, -3.512, 2.327)
H (-2.980, -5.598, 1.008)
H (-1.723, -5.682, -1.127)


Run ii
C28H41IrN7O8PS3 | ωB97M-V with the def2-TZVPD basis set

**2S+1**: 1
**M**: 923.07 g mol⁻¹
**HOMO level**: -12.700 eV
**Total charge**: +2

Element x y z (Å)
Ir (-0.799, -0.009, -0.658)
C (0.355, -5.426, 5.656)
C (-0.173, -4.276, 4.847)
C (-1.482, -4.270, 4.375)
C (-1.971, -3.207, 3.631)
C (-1.130, -2.144, 3.336)
C (0.177, -2.120, 3.807)
C (0.644, -3.180, 4.561)
S (-1.734, -0.802, 2.374)
O (-0.906, 0.356, 2.632)
O (-3.149, -0.708, 2.621)
N (-1.438, -1.221, 0.836)
C (-2.331, -2.247, 0.289)
C (-2.890, -1.842, -1.062)
O (-3.592, -2.563, -1.723)
O (-2.490, -0.650, -1.511)
H (-0.446, -6.092, 5.970)
H (0.874, -5.071, 6.546)
H (1.068, -6.011, 5.073)
H (-2.138, -5.097, 4.613)
H (-3.004, -3.187, 3.311)
H (0.800, -1.255, 3.617)
H (1.652, -3.155, 4.958)
H (-3.179, -2.451, 0.943)
H (-1.800, -3.194, 0.147)
N (-0.379, -0.314, -5.877)
C (0.462, 0.659, -5.109)
P (-0.685, 1.357, -3.824)
O (-2.033, 0.962, -4.325)
O (-0.121, 0.980, -2.473)
C (-0.653, 3.195, -3.937)
N (-2.052, 3.607, -3.622)
H (-0.362, -1.219, -5.389)
H (-0.114, -0.415, -6.856)
H (-1.363, 0.018, -5.770)
H (0.855, 1.410, -5.791)
H (1.289, 0.124, -4.649)
H (-0.393, 3.542, -4.936)
H (0.016, 3.639, -3.202)
H (-2.296, 3.268, -2.630)
H (-2.706, 3.115, -4.239)
H (-2.191, 4.613, -3.699)
C (1.506, 6.549, 1.896)
C (0.702, 5.394, 1.374)
C (-0.133, 5.542, 0.269)
C (-0.907, 4.486, -0.185)
C (-0.837, 3.259, 0.460)
C (-0.022, 3.085, 1.573)
C (0.736, 4.155, 2.014)
S (-1.889, 1.953, -0.141)
C (-3.185, 1.905, 1.068)
O (-2.565, 2.488, -1.363)
H (1.653, 7.311, 1.133)
H (2.481, 6.222, 2.254)
H (0.989, 7.015, 2.737)
H (-0.196, 6.502, -0.227)
H (-1.593, 4.635, -1.007)
H (-0.003, 2.138, 2.090)
H (1.360, 4.030, 2.890)
H (-3.688, 2.866, 0.965)
H (-2.758, 1.769, 2.057)
H (-3.842, 1.076, 0.814)
C (4.515, 0.876, 0.643)
N (3.085, 0.840, 0.892)
C (2.150, 0.658, -0.044)
N (2.526, 0.505, -1.325)
O (0.944, 0.622, 0.317)
H (5.026, 1.026, 1.590)
H (4.782, 1.706, -0.013)
H (4.868, -0.064, 0.215)
H (2.736, 0.890, 1.835)
H (3.487, 0.598, -1.602)
H (1.790, 0.544, -2.014)
N (-1.052, -1.915, -3.463)
C (-0.154, -2.365, -2.511)
N (0.113, -1.784, -1.365)
C (1.041, -2.549, -0.621)
C (1.469, -2.312, 0.683)
C (2.377, -3.188, 1.247)
C (2.859, -4.295, 0.547)
C (2.417, -4.560, -0.733)
C (1.504, -3.678, -1.296)
S (0.737, -3.801, -2.849)
H (-1.738, -1.257, -3.064)
H (-1.578, -2.690, -3.860)
H (1.065, -1.487, 1.247)
H (2.701, -3.024, 2.266)
H (3.566, -4.965, 1.018)
H (2.759, -5.431, -1.275)


Each structure's energy above the most stable one, in eV: run i 1.283; run ii 0.000.


Run i
C2H5NOS2 | ωB97M-V with the def2-TZVPD basis set

**2S+1**: 1
**M**: 123.20 g mol⁻¹
**HOMO level**: -8.962 eV
**Total charge**: 0
**SMILES string**: CC(=S)N(O)S

Element x y z (Å)
C (-0.369, -1.091, -0.015)
C (-0.644, 0.374, 0.021)
N (0.531, 1.085, 0.018)
O (0.522, 2.551, 0.012)
S (2.144, 0.667, -0.063)
S (-2.057, 1.048, -0.031)
H (-1.344, -1.399, 0.372)
H (0.373, -1.340, 0.692)
H (-0.220, -1.586, -1.072)
H (2.608, 1.083, 1.243)
H (-0.342, 2.880, -0.022)


Run ii
C2H5NOS2 | ωB97M-V with the def2-TZVPD basis set

**2S+1**: 1
**M**: 123.20 g mol⁻¹
**HOMO level**: -9.546 eV
**Total charge**: 0
**SMILES string**: O=CN(S)CS

Element x y z (Å)
C (-0.248, -0.614, 1.624)
C (-0.342, 1.062, -0.320)
N (-0.332, -0.359, 0.278)
O (-0.346, 0.269, 2.437)
S (1.142, 1.364, -1.332)
S (-0.270, -1.667, -0.746)
H (-0.164, -1.643, 1.842)
H (-1.202, 1.198, -1.120)
H (-0.279, 1.652, 0.648)
H (1.161, 0.174, -1.921)
H (0.880, -1.434, -1.389)


Each structure's energy above the most stable one, in eV: run i 1.730; run ii 0.000.


Run i
H6O3 | ωB97M-V with the def2-TZVPD basis set

**⟨S²⟩**: 0.75
**2S+1**: 2
**M**: 54.05 g mol⁻¹
**HOMO level (alpha / beta)**: -14.948 / -14.909 eV
**Total charge**: +1

Element x y z (Å)
O (1.407, -2.932, 0.136)
H (1.547, -2.673, 1.047)
H (0.930, -2.198, -0.251)
O (-0.085, -0.653, -0.534)
H (-0.309, -0.676, -1.464)
H (-0.484, 0.154, -0.210)
O (-1.188, 2.715, 0.626)
H (-0.781, 3.511, 0.968)
H (-1.037, 2.753, -0.318)


Run ii
H6O3 | ωB97M-V with the def2-TZVPD basis set

**⟨S²⟩**: 0.75
**2S+1**: 2
**M**: 54.05 g mol⁻¹
**HOMO level (alpha / beta)**: -15.458 / -15.406 eV
**Total charge**: +1

Element x y z (Å)
O (-0.246, -2.837, 0.175)
H (-0.283, -1.907, 0.399)
H (0.688, -3.028, 0.093)
O (0.154, -0.081, 1.060)
H (-0.142, 0.701, 0.594)
H (0.877, 0.225, 1.608)
O (-0.647, 2.184, -1.089)
H (-0.594, 2.991, -1.602)
H (0.194, 1.751, -1.237)


Each structure's energy above the most stable one, in eV: run i 0.000; run ii 0.051.


Run i
C3H13N3 | ωB97M-V with the def2-TZVPD basis set

**⟨S²⟩**: 0.75
**2S+1**: 2
**M**: 91.16 g mol⁻¹
**HOMO level (alpha / beta)**: 1.460 / -4.973 eV
**Total charge**: -1

Element x y z (Å)
C (0.779, -2.142, 1.691)
N (0.744, -2.243, 0.232)
C (-0.540, -2.564, -0.329)
H (1.611, -1.518, 2.000)
H (-0.147, -1.642, 1.939)
H (0.950, -3.075, 2.257)
H (1.497, -2.674, -0.270)
H (-1.262, -3.151, 0.251)
H (-0.383, -2.901, -1.353)
H (-1.137, -1.609, -0.453)
N (-1.419, 2.027, -1.025)
C (-0.110, 1.771, -0.369)
N (0.543, 3.086, -0.261)
H (-1.982, 2.505, -0.313)
H (-1.420, 2.778, -1.704)
H (-0.313, 1.227, 0.547)
H (0.475, 1.151, -1.072)
H (0.986, 3.346, 0.612)
H (1.196, 3.172, -1.031)


Run ii
C3H13N3 | ωB97M-V with the def2-TZVPD basis set

**⟨S²⟩**: 0.75
**2S+1**: 2
**M**: 91.16 g mol⁻¹
**HOMO level (alpha / beta)**: 1.237 / -5.101 eV
**Total charge**: -1

Element x y z (Å)
C (0.817, -1.932, 0.852)
N (0.705, -0.901, 1.871)
C (1.734, -0.945, 2.876)
H (1.566, -1.642, 0.113)
H (1.039, -2.911, 1.282)
H (-0.086, -2.075, 0.244)
H (-0.252, -0.826, 2.162)
H (2.275, -0.009, 3.076)
H (2.525, -1.592, 2.484)
H (1.339, -1.272, 3.848)
N (-0.870, 0.522, -2.074)
C (-1.675, 1.683, -2.479)
N (-1.098, 2.948, -1.954)
H (-1.097, -0.234, -2.719)
H (-1.176, 0.195, -1.153)
H (-1.688, 1.800, -3.558)
H (-2.655, 1.524, -2.003)
H (-0.088, 2.788, -1.909)
H (-1.315, 2.876, -0.959)


Each structure's energy above the most stable one, in eV: run i 0.371; run ii 0.000.